Record 1
Molecular formula: C4H7NO2
Method: DFT, ωB97M-V/def2-TZVPD

Structure (XYZ):
```
14
Properties=species:S:1:pos:R:3:forces:R:3:lowdin_charge:R:1
N 1.09603 0.29990 2.02996 0.085 0.070 -0.010 0.15
C 1.47441 0.66584 0.77858 0.223 0.047 0.076 -0.56
O 2.04796 1.70390 0.51385 -0.130 -0.305 0.056 0.05
C 1.14987 -0.37199 -0.31585 0.131 -0.091 -0.025 -0.11
C -0.18493 -0.95937 0.04394 -0.016 0.357 -0.345 -0.04
C -2.18627 -0.23526 -0.82304 -0.494 0.112 0.021 -0.06
O -0.91925 -0.84710 -1.04206 0.436 0.202 0.070 -0.15
H 1.25396 0.95065 2.78325 -0.016 -0.054 -0.097 0.11
H 0.44765 -0.46879 2.13842 0.097 0.138 -0.040 0.07
H 1.96928 -1.09300 -0.34050 0.033 -0.065 0.157 0.13
H 1.09221 0.16100 -1.27165 0.227 -0.154 0.119 0.12
H -2.28109 -0.01683 0.24059 -0.255 -0.089 -0.087 0.08
H -2.10368 0.69636 -1.38562 -0.358 -0.009 0.135 0.10
H -3.00875 -0.83538 -1.20092 0.039 -0.162 -0.029 0.09
```
Forces are in eV/Å.

- Relative energy (zero: lowest compared OMol25 entry of this formula, charge and spin): 347.9 kJ/mol
- Charge: 0
- 2S+1: 1
- HOMO energy: -8.80 eV
- E: -361.7484 Eh


Record 2
Molecular formula: C4H7NO2
Method: DFT, ωB97M-V/def2-TZVPD

Structure (XYZ):
```
14
Properties=species:S:1:pos:R:3:forces:R:3:lowdin_charge:R:1
C 0.40472 -0.46732 1.43344 0.412 -0.188 -0.241 -0.08
C -0.41146 0.60149 0.77869 0.010 0.047 -0.014 -0.09
N 1.69563 -0.63864 1.23649 -0.362 -0.137 -0.084 -0.10
C -0.40110 0.44778 -0.72372 -0.014 -0.073 -0.117 -0.41
C -1.44282 0.05257 -1.44825 0.189 0.063 0.113 0.07
O 1.48111 -1.98028 0.71478 -0.111 0.456 0.226 -0.20
O 0.83284 0.77110 -1.22244 -0.145 -0.050 0.035 0.04
H 0.91021 0.47447 -2.13754 -0.062 0.006 0.067 0.12
H 2.14309 -0.02714 0.55660 -0.062 -0.059 0.034 0.12
H -0.05342 -1.15257 2.13513 0.044 -0.032 -0.029 0.13
H -1.43337 0.58903 1.15157 0.036 -0.013 -0.033 0.12
H 0.03768 1.57276 1.02401 -0.008 -0.055 -0.015 0.14
H -2.37674 -0.20613 -0.97275 0.035 0.020 0.031 0.06
H -1.38635 -0.03709 -2.52600 0.036 0.015 0.026 0.07
```
Forces are in eV/Å.

- Relative energy (zero: lowest compared OMol25 entry of this formula, charge and spin): 549.9 kJ/mol
- Charge: 0
- 2S+1: 1
- HOMO energy: -8.13 eV
- SMILES: C=C(O)C/C=[NH+]/[O-]
- E: -361.6714 Eh


Record 3
Molecular formula: C4H7NO2
Method: DFT, ωB97M-V/def2-TZVPD

Structure (XYZ):
```
14
Properties=species:S:1:pos:R:3:forces:R:3:lowdin_charge:R:1
O -2.23695 -0.05482 -0.23994 -0.256 0.063 0.017 0.00
C -0.89208 -0.08078 0.17210 0.460 -0.022 0.139 -0.42
C -0.04309 -1.16535 -0.47228 -0.248 -0.153 -0.031 -0.18
N 1.24862 -0.52005 -0.53003 0.063 0.333 0.085 0.03
C -0.11312 1.13478 -0.29002 -0.096 0.011 -0.099 0.14
C 1.92312 0.03434 0.45358 -0.173 0.160 -0.045 -0.38
O 1.64836 1.17043 0.89207 0.097 -0.104 -0.009 -0.01
H -2.80014 0.20657 0.49577 0.024 -0.022 -0.068 0.10
H -0.80883 -0.14881 1.26406 -0.054 -0.009 -0.109 0.15
H -0.05843 -2.13122 0.04534 0.070 0.115 -0.037 0.12
H -0.38905 -1.33473 -1.49800 0.037 0.037 0.109 0.12
H -0.27976 2.07809 0.23286 0.201 -0.300 -0.043 0.09
H -0.03452 1.25700 -1.36704 0.038 -0.114 0.123 0.11
H 2.83586 -0.44544 0.84153 -0.164 0.004 -0.033 0.13
```
Forces are in eV/Å.

- Relative energy (zero: lowest compared OMol25 entry of this formula, charge and spin): 463.8 kJ/mol
- Charge: 0
- 2S+1: 1
- HOMO energy (spin up / spin down): -8.65 / -8.65 eV
- E: -361.7042 Eh


Record 4
Molecular formula: C4H7NO2
Method: DFT, ωB97M-V/def2-TZVPD

Structure (XYZ):
```
14
Properties=species:S:1:pos:R:3:forces:R:3:lowdin_charge:R:1
C -1.28474 -0.94290 0.09799 -0.023 -0.027 0.031 -0.04
C -0.38729 -0.02016 -0.70725 -0.266 0.122 0.111 -0.44
C 0.03132 1.22866 0.08460 -0.109 0.065 -0.177 -0.17
N 0.97825 0.93397 1.12877 0.410 -0.472 0.176 0.12
C 1.79582 0.05347 1.28298 0.123 -0.011 0.187 -0.33
O 2.62831 -0.71650 1.58665 -0.532 0.490 -0.220 0.15
O 0.75250 -0.77472 -1.07971 0.180 0.117 -0.188 -0.03
H -0.81605 -1.20372 1.05221 -0.048 0.022 -0.127 0.08
H -1.46501 -1.86540 -0.46012 0.015 0.131 0.070 0.09
H -2.24621 -0.45984 0.29990 0.145 -0.065 -0.017 0.08
H -0.92982 0.32302 -1.60276 0.084 -0.038 0.125 0.14
H -0.85083 1.69191 0.53872 0.106 -0.064 -0.092 0.12
H 0.46963 1.97585 -0.59127 -0.025 -0.124 0.086 0.12
H 1.32411 -0.22364 -1.63071 -0.062 -0.147 0.035 0.11
```
Forces are in eV/Å.

- Relative energy (zero: lowest compared OMol25 entry of this formula, charge and spin): 76.6 kJ/mol
- Charge: 0
- 2S+1: 1
- HOMO energy: -10.18 eV
- SMILES: C[C@H](O)CN=C=O
- E: -361.8517 Eh


Record 5
Molecular formula: C4H7NO2
Method: DFT, ωB97M-V/def2-TZVPD

Structure (XYZ):
```
14
Properties=species:S:1:pos:R:3:forces:R:3:lowdin_charge:R:1
C -1.54083 1.53844 -0.17039 0.165 0.293 -0.261 -0.07
C 0.93601 -0.88120 0.80139 3.111 0.894 -1.795 -0.51
C 0.68058 0.35711 -0.18623 -2.258 -2.830 2.217 -0.21
N 0.92525 -2.07723 0.13504 -0.195 -0.048 0.175 0.15
C -0.37765 0.87154 0.48522 0.187 2.299 -1.096 -0.09
O 0.56313 0.10492 -1.53028 0.307 0.061 -0.035 0.01
O 1.37890 -0.76778 1.91641 -0.611 0.009 0.493 0.05
H 1.35919 -0.35594 -1.81945 0.036 0.166 -0.016 0.11
H 1.36829 -2.86448 0.58850 -0.391 0.125 -0.055 0.11
H 0.46567 -2.17894 -0.74972 -0.011 -0.095 -0.024 0.09
H -0.23265 1.08724 1.53513 -0.087 -0.748 0.202 0.12
H -2.47858 1.08154 0.13406 -0.122 -0.061 0.132 0.08
H -1.47079 1.49288 -1.25592 -0.022 -0.064 0.017 0.07
H -1.57652 2.59189 0.11625 -0.108 0.000 0.046 0.08
```
Forces are in eV/Å.

- Relative energy (zero: lowest compared OMol25 entry of this formula, charge and spin): 201.2 kJ/mol
- Charge: 0
- 2S+1: 1
- HOMO energy: -9.03 eV
- SMILES: C/C=C(\O)C(N)=O
- E: -361.8042 Eh


Record 6
Molecular formula: C4H7NO2
Method: DFT, ωB97M-V/def2-TZVPD

Structure (XYZ):
```
14
Properties=species:S:1:pos:R:3:forces:R:3:lowdin_charge:R:1
O 2.13802 -0.27818 0.02235 0.362 -0.942 0.644 -0.16
C 0.96623 0.19025 0.58194 -0.462 -0.303 0.041 -0.37
C 0.09309 1.33176 -0.02042 0.310 0.031 -0.119 -0.13
N -1.26893 0.75355 -0.01827 -0.121 0.143 -0.087 -0.06
C -1.16660 -0.64485 -0.39492 -0.199 -0.153 0.111 -0.12
C 0.11575 -1.00675 0.22853 -0.179 -0.765 0.072 -0.26
O 0.67703 -2.11075 0.21592 -0.684 0.266 0.004 0.13
H 1.77762 -1.55473 0.26206 1.081 2.032 -0.593 0.17
H 1.04338 0.35402 1.67751 -0.160 -0.130 -0.204 0.16
H 0.07676 2.24466 0.58799 0.195 -0.286 -0.150 0.12
H 0.47251 1.57723 -1.02058 -0.047 -0.066 -0.017 0.12
H -1.91245 1.26217 -0.61123 0.088 0.031 0.113 0.11
H -1.04043 -0.83479 -1.48094 0.005 -0.012 0.236 0.15
H -1.97198 -1.28360 -0.02992 -0.188 0.154 -0.051 0.14
```
Forces are in eV/Å.

- Relative energy (zero: lowest compared OMol25 entry of this formula, charge and spin): 300.7 kJ/mol
- Charge: 0
- 2S+1: 1
- HOMO energy: -9.25 eV
- E: -361.7663 Eh


Record 7
Molecular formula: C4H7NO2
Method: DFT, ωB97M-V/def2-TZVPD

Structure (XYZ):
```
14
Properties=species:S:1:pos:R:3:forces:R:3:lowdin_charge:R:1
C 2.47033 0.12066 0.25206 0.131 -0.040 0.070 -0.05
N 1.24692 0.45397 -0.45026 -0.079 -0.245 -0.125 -0.04
C 0.11259 -0.24964 -0.50846 0.069 -0.245 -0.047 -0.46
C -0.02111 1.12773 -0.01337 -0.201 0.194 0.098 0.00
O -2.79639 0.25491 0.42666 -0.043 -0.453 -0.195 -0.03
C -2.81207 -0.84609 -0.06995 -0.088 0.215 0.113 -0.17
O -0.33357 -1.35835 -0.67930 0.194 0.450 0.040 0.08
H 2.91621 -0.73933 -0.25482 -0.036 0.126 0.110 0.09
H 3.17390 0.95486 0.21023 -0.141 -0.085 0.003 0.08
H 2.28224 -0.14752 1.29997 -0.004 0.068 -0.126 0.09
H -0.33818 1.95817 -0.64016 0.072 -0.145 0.100 0.11
H -0.23996 1.24131 1.05095 0.141 -0.065 -0.138 0.11
H -2.94831 -1.00279 -1.15572 -0.006 0.080 0.117 0.09
H -2.71260 -1.76791 0.53219 -0.009 0.145 -0.019 0.09
```
Forces are in eV/Å.

- Relative energy (zero: lowest compared OMol25 entry of this formula, charge and spin): 316.5 kJ/mol
- Charge: 0
- 2S+1: 1
- HOMO energy: -9.69 eV
- SMILES: CN1CC1=O.C=O
- E: -361.7603 Eh


Record 8
Molecular formula: C4H7NO2
Method: DFT, ωB97M-V/def2-TZVPD

Structure (XYZ):
```
14
Properties=species:S:1:pos:R:3:forces:R:3:lowdin_charge:R:1
C -1.45736 -0.86857 0.14197 0.290 -0.207 -0.236 -0.03
C -0.44949 -0.15606 -0.75949 1.584 -0.948 0.158 -0.22
C -0.03217 1.20619 -0.18967 0.252 -0.176 -0.094 -0.13
N 1.05327 0.71880 0.62713 0.540 0.296 0.337 0.07
C 1.66965 -0.42691 0.17843 0.137 0.099 0.705 -0.61
O 2.69446 -0.90516 0.59478 -0.144 0.183 -0.201 0.10
O 0.89701 -0.95597 -0.77278 -0.906 0.253 1.222 0.03
H -1.07995 -0.79777 1.17357 -0.035 -0.120 -0.303 0.09
H -1.50442 -1.91423 -0.14910 -0.063 -0.115 0.108 0.08
H -2.48788 -0.47667 0.16731 0.538 0.192 -0.443 0.09
H -0.31966 -0.31353 -1.80886 -2.523 0.950 -1.139 0.14
H -0.77919 1.71917 0.44153 0.026 -0.554 -0.371 0.13
H 0.27491 1.91652 -0.97063 0.114 -0.173 0.105 0.12
H 1.52082 1.25420 1.32581 0.191 0.319 0.152 0.14
```
Forces are in eV/Å.

- Relative energy (zero: lowest compared OMol25 entry of this formula, charge and spin): 95.7 kJ/mol
- Charge: 0
- 2S+1: 1
- HOMO energy: -9.89 eV
- SMILES: C[C@H]1CNC(=O)O1
- E: -361.8444 Eh


What did the third record say?
Molecular formula: C4H7NO2
Method: DFT, ωB97M-V/def2-TZVPD

Structure (XYZ):
```
14
Properties=species:S:1:pos:R:3:forces:R:3:lowdin_charge:R:1
O -2.23695 -0.05482 -0.23994 -0.256 0.063 0.017 0.00
C -0.89208 -0.08078 0.17210 0.460 -0.022 0.139 -0.42
C -0.04309 -1.16535 -0.47228 -0.248 -0.153 -0.031 -0.18
N 1.24862 -0.52005 -0.53003 0.063 0.333 0.085 0.03
C -0.11312 1.13478 -0.29002 -0.096 0.011 -0.099 0.14
C 1.92312 0.03434 0.45358 -0.173 0.160 -0.045 -0.38
O 1.64836 1.17043 0.89207 0.097 -0.104 -0.009 -0.01
H -2.80014 0.20657 0.49577 0.024 -0.022 -0.068 0.10
H -0.80883 -0.14881 1.26406 -0.054 -0.009 -0.109 0.15
H -0.05843 -2.13122 0.04534 0.070 0.115 -0.037 0.12
H -0.38905 -1.33473 -1.49800 0.037 0.037 0.109 0.12
H -0.27976 2.07809 0.23286 0.201 -0.300 -0.043 0.09
H -0.03452 1.25700 -1.36704 0.038 -0.114 0.123 0.11
H 2.83586 -0.44544 0.84153 -0.164 0.004 -0.033 0.13
```
Forces are in eV/Å.

- Relative energy (zero: lowest compared OMol25 entry of this formula, charge and spin): 463.8 kJ/mol
- Charge: 0
- 2S+1: 1
- HOMO energy (spin up / spin down): -8.65 / -8.65 eV
- E: -361.7042 Eh


Q: Which formula does entry 4 have?
A: C4H7NO2


Copy entry 6 word for word.
Molecular formula: C4H7NO2
Method: DFT, ωB97M-V/def2-TZVPD

Structure (XYZ):
```
14
Properties=species:S:1:pos:R:3:forces:R:3:lowdin_charge:R:1
O 2.13802 -0.27818 0.02235 0.362 -0.942 0.644 -0.16
C 0.96623 0.19025 0.58194 -0.462 -0.303 0.041 -0.37
C 0.09309 1.33176 -0.02042 0.310 0.031 -0.119 -0.13
N -1.26893 0.75355 -0.01827 -0.121 0.143 -0.087 -0.06
C -1.16660 -0.64485 -0.39492 -0.199 -0.153 0.111 -0.12
C 0.11575 -1.00675 0.22853 -0.179 -0.765 0.072 -0.26
O 0.67703 -2.11075 0.21592 -0.684 0.266 0.004 0.13
H 1.77762 -1.55473 0.26206 1.081 2.032 -0.593 0.17
H 1.04338 0.35402 1.67751 -0.160 -0.130 -0.204 0.16
H 0.07676 2.24466 0.58799 0.195 -0.286 -0.150 0.12
H 0.47251 1.57723 -1.02058 -0.047 -0.066 -0.017 0.12
H -1.91245 1.26217 -0.61123 0.088 0.031 0.113 0.11
H -1.04043 -0.83479 -1.48094 0.005 -0.012 0.236 0.15
H -1.97198 -1.28360 -0.02992 -0.188 0.154 -0.051 0.14
```
Forces are in eV/Å.

- Relative energy (zero: lowest compared OMol25 entry of this formula, charge and spin): 300.7 kJ/mol
- Charge: 0
- 2S+1: 1
- HOMO energy: -9.25 eV
- E: -361.7663 Eh